No. 1
A 3-piece molecular cluster, C2H10NO2S overall. Source: the Open Molecules 2025 dataset; level of theory: the ωB97M-V functional and the def2-TZVPD basis.

Structure (XYZ):
```
16
Properties=species:S:1:pos:R:3:forces:R:3:lowdin_charge:R:1
C -0.059 0.617 0.001 -0.5 0.1 1.5 -0.369
C -1.563 0.383 -0.149 -0.4 0.7 -0.4 -0.829
S -2.631 1.416 0.914 0.3 -0.1 0.1 0.078
N 0.435 -0.010 1.277 -0.1 -0.5 -1.3 -0.041
H 0.208 1.664 0.155 -0.4 0.2 -0.6 0.091
H 0.427 0.238 -0.901 0.6 -0.2 0.3 0.082
H -1.826 -0.662 0.067 0.4 -0.1 -0.1 0.026
H -1.814 0.552 -1.210 -0.1 0.0 0.1 0.026
H 0.056 -0.950 1.197 0.2 -0.2 0.5 0.063
H -0.085 0.422 2.037 -0.2 0.1 -0.2 0.048
H 2.949 0.509 2.320 0.2 0.1 0.1 0.009
H 2.280 0.304 1.030 0.2 0.1 0.3 -0.019
O 3.170 0.545 1.384 -0.2 -0.1 -0.1 -0.128
H -0.663 -1.740 -3.479 -0.1 0.1 0.0 0.030
H -0.598 -1.308 -2.014 -0.1 0.0 0.0 -0.004
O -0.285 -1.980 -2.630 0.1 -0.1 0.0 -0.062
```
Positions in Å, forces in eV/Å.

Calculated values
Energy relative to the best compared isomer or geometry (same formula, charge and spin) in kcal/mol: 9.40
LUMO level in eV: 3.41
Total charge: -1

---

No. 2
A 2-piece molecular cluster, C4H12N3 overall. Source: the Open Molecules 2025 dataset; level of theory: the ωB97M-V functional and the def2-TZVPD basis.

Structure (XYZ):
```
19
Properties=species:S:1:pos:R:3:forces:R:3:lowdin_charge:R:1
C -0.298 -2.605 0.425 0.5 0.6 1.3 0.111
C 1.491 1.111 1.057 1.5 -1.1 -3.7 -0.043
C -1.443 -0.631 -1.230 0.0 -0.5 -0.2 -0.100
C 0.290 1.522 0.234 -1.8 0.1 3.8 -0.247
N -0.333 -1.340 0.737 -0.1 -2.5 -1.9 -0.055
N -0.667 -0.350 -0.055 -0.3 1.4 1.5 -0.142
N 0.449 2.149 -0.884 1.8 -1.3 0.1 0.164
H 0.111 -3.380 1.033 0.0 0.2 1.1 0.093
H -0.525 -2.925 -0.521 -0.8 -0.3 -2.2 0.047
H 2.336 1.921 0.917 -1.5 -2.0 0.5 0.144
H 1.723 0.039 0.649 0.6 2.1 0.6 0.116
H 1.230 0.924 2.042 -0.4 0.2 2.0 0.044
H -1.313 0.362 -1.679 -0.5 -0.6 -1.0 0.065
H -0.975 -1.481 -1.826 -0.7 1.3 0.1 0.092
H -2.574 -0.846 -1.074 1.9 0.2 0.1 0.126
H -0.566 1.858 0.894 0.8 -0.5 -1.3 0.160
H -0.251 2.777 -1.159 -0.6 1.0 -1.1 0.121
H 1.403 2.054 -1.239 -0.8 0.7 -0.8 0.152
H -0.087 -1.159 1.676 0.5 0.9 1.2 0.150
```
Positions in Å, forces in eV/Å.

Calculated values
Energy relative to the best compared isomer or geometry (same formula, charge and spin) in kcal/mol: 113.67
LUMO level in eV: -3.43
Total charge: +1

---

No. 3
C12H16AuBrN4O2 as an isolated structure. Source: the Open Molecules 2025 dataset; level of theory: the ωB97M-V functional and the def2-TZVPD basis.

Structure (XYZ):
```
36
Properties=species:S:1:pos:R:3:forces:R:3:lowdin_charge:R:1
Au 0.633 -0.757 -0.195 -1.3 1.4 0.6 1.258
C -2.874 3.706 -0.010 0.3 0.6 0.0 -0.017
C -2.801 2.231 -0.030 0.2 -1.1 0.0 -0.209
C -3.933 1.405 -0.001 0.5 0.2 0.0 0.050
C -3.801 0.028 -0.018 0.5 -0.2 0.0 -0.035
C -2.516 -0.508 -0.058 -0.3 -1.0 0.0 -0.715
Br -2.217 -2.378 -0.061 -0.1 0.4 0.0 0.853
N -1.434 0.269 -0.080 1.2 -1.4 -0.2 -0.050
C -1.559 1.585 -0.078 -0.1 1.2 0.0 -0.059
H -3.900 4.060 -0.003 0.0 0.0 0.0 0.100
H -2.356 4.129 -0.872 -0.1 0.0 -0.1 0.106
H -2.359 4.102 0.868 -0.1 0.0 0.1 0.105
H -4.916 1.850 0.034 -0.1 0.0 0.0 0.144
H -4.662 -0.625 0.000 0.1 0.0 0.0 0.131
H -0.641 2.153 -0.118 0.0 0.1 0.0 0.140
C -0.067 -0.264 2.879 -0.9 0.4 0.6 -0.039
O 0.872 -0.860 1.993 0.0 -0.5 -1.7 -0.311
C 2.230 -0.571 2.338 1.3 0.0 -0.1 -0.144
C 3.144 -1.423 1.474 -0.2 -0.1 0.9 -0.155
O 2.965 -1.041 0.117 -1.5 0.6 -0.1 -0.270
C 3.751 -1.791 -0.795 0.6 -0.6 -0.8 -0.044
H 0.169 -0.550 3.907 0.1 -0.1 -0.2 0.123
H -1.051 -0.653 2.628 0.0 0.0 0.0 0.092
H -0.054 0.827 2.804 0.1 -0.1 -0.1 0.111
H 2.391 -0.814 3.394 -0.1 0.0 -0.1 0.159
H 2.438 0.494 2.182 -0.1 -0.1 0.0 0.153
H 2.923 -2.491 1.604 0.0 0.1 -0.1 0.154
H 4.188 -1.241 1.761 -0.2 0.0 -0.1 0.163
H 4.813 -1.672 -0.555 -0.2 0.1 0.1 0.122
H 3.566 -1.389 -1.788 0.0 0.0 0.1 0.096
H 3.501 -2.855 -0.759 -0.1 0.1 0.0 0.114
N 1.131 -1.317 -6.802 0.0 0.0 -0.2 0.221
C 0.788 -1.068 -5.727 0.8 -0.4 -1.9 -0.296
N 0.419 -0.802 -4.543 -0.5 0.1 3.2 0.187
C 0.588 -0.880 -3.331 -1.1 1.2 -2.9 -0.244
N 0.631 -0.887 -2.158 1.1 -1.3 3.0 0.006
```
Positions in Å, forces in eV/Å.

Calculated values
Energy relative to the best compared isomer or geometry (same formula, charge and spin) in kcal/mol: 29.87
LUMO level (alpha / beta) in eV: -11.47 / -11.46
Total charge: +2

---

No. 4
A 2-piece molecular cluster, C5H8O2S overall. Source: the Open Molecules 2025 dataset; level of theory: the ωB97M-V functional and the def2-TZVPD basis.

Structure (XYZ):
```
16
Properties=species:S:1:pos:R:3:forces:R:3:lowdin_charge:R:1
C 1.061 -0.939 -0.636 3.7 -2.2 1.9 -0.301
C -0.240 -0.246 -0.513 -1.8 -0.1 -2.1 -0.349
C -1.046 -0.567 0.875 1.6 4.7 -1.8 -0.261
C -0.175 0.782 1.361 -0.8 -1.9 -1.0 -0.104
C 0.269 1.076 -0.090 0.6 0.3 3.2 -0.812
H 1.074 0.118 -2.320 3.8 -2.2 2.0 0.171
H 1.011 -2.260 -0.607 0.1 4.1 0.0 0.202
H 1.709 -0.424 0.279 -1.4 -2.5 -1.5 0.168
H -0.691 -0.173 -1.572 -0.3 -0.8 1.4 0.160
H -0.698 -1.522 1.267 -0.8 0.0 0.3 0.131
H -2.593 0.313 -0.432 0.3 -2.0 5.5 0.332
H -0.695 1.686 1.571 -1.2 0.2 1.0 0.092
H 0.424 0.454 2.186 1.2 0.5 0.1 0.102
O 1.857 -0.430 -1.719 -4.6 1.3 -2.5 -0.172
O -2.426 -0.185 0.928 0.1 0.6 -6.0 -0.143
S 1.162 2.316 -0.578 -0.6 -0.1 -0.6 0.783
```
Positions in Å, forces in eV/Å.

Calculated values
Energy relative to the best compared isomer or geometry (same formula, charge and spin) in kcal/mol: 170.87
LUMO level in eV: -0.71

---

No. 5
A 2-piece molecular cluster, CHN3S overall. Source: the Open Molecules 2025 dataset; level of theory: the ωB97M-V functional and the def2-TZVPD basis.

Structure (XYZ):
```
6
Properties=species:S:1:pos:R:3:forces:R:3:lowdin_charge:R:1
N 0.066 -1.106 -1.266 -0.2 0.4 -0.6 0.084
C 0.787 -0.472 -0.632 -0.7 -1.4 0.4 -0.777
S 1.839 0.029 0.556 1.9 1.6 -0.4 0.788
H 1.266 -0.430 1.632 -1.0 -0.6 0.6 -0.139
N -1.855 1.209 -0.627 0.0 0.2 -0.2 0.021
N -2.104 0.771 0.337 -0.1 -0.1 0.2 0.022
```
Positions in Å, forces in eV/Å.

Calculated values
Energy relative to the best compared isomer or geometry (same formula, charge and spin) in kcal/mol: 2.96
LUMO level in eV: 0.26

---

Calculated DFT total energy, -685.652708; -323.497115; -3545.259365; -743.715102; -601.166494 hartree (same order as the records).
Calculated molecular weight, 112.2; 102.2; 525.2; 132.2; 87.1 g/mol (same order as the records).
Calculated largest force on an atom, 1.58; 4.20; 3.48; 6.01; 2.51 eV Å⁻¹ (same order as the records).